# C22H84B3IO25S

20 unconnected molecules or ions with the total composition C22H84B3IO25S (ωB97M-V/def2-TZVPD, OMol25).

```
136
Properties=species:S:1:pos:R:3:forces:R:3
I -1.242 1.651 -2.400 -0.0460 0.1498 -0.2818
S -2.840 0.751 1.448 -0.0459 -0.0349 -0.1169
O -0.079 0.173 3.960 0.0862 -0.0819 0.1286
O -3.698 1.443 0.531 0.0442 -0.0417 0.1291
O 1.369 0.320 1.186 -0.4896 0.0155 -0.0868
O -5.195 3.918 -0.392 0.0378 0.0549 0.0471
O -1.465 1.171 1.531 -0.1248 0.0236 -0.0129
O 1.190 1.961 -0.551 -0.5492 0.0170 0.3318
O -0.592 6.146 0.119 -0.0110 -0.0740 0.0382
O -6.611 -6.187 -3.158 0.1025 -0.0004 0.0185
O 6.795 2.959 -1.850 0.0112 -0.0231 -0.2666
O -8.652 -3.208 -3.927 0.0563 -0.0072 0.1169
O 4.957 0.769 -1.557 -0.1452 0.1800 -0.1345
O 4.415 2.448 0.948 -0.0047 0.0519 -0.0894
O -3.471 0.834 2.917 0.1008 0.1501 -0.0293
O 6.335 5.973 2.636 0.0034 0.0772 0.0350
O 0.110 8.066 2.004 0.1339 0.0186 0.0329
O -1.606 -7.290 -1.837 0.0166 0.0018 -0.0288
O 1.246 3.815 4.185 0.0061 0.0809 0.0694
O 2.659 -2.372 7.355 -0.0175 -0.0239 -0.0164
O -2.840 -4.733 -0.857 0.0246 0.1343 -0.0217
O -3.197 -5.609 -5.798 0.0814 0.0318 -0.0142
O 0.575 -0.284 -0.957 -0.8209 0.0834 0.2475
O -1.718 -0.844 7.870 -0.0650 -0.0207 0.0246
O 3.647 -1.630 1.619 -0.0865 -0.0420 0.0843
O 0.261 -5.075 -6.227 -0.0458 0.0374 -0.0159
O 0.697 0.786 -5.260 0.1199 -0.0136 -0.0406
C -1.812 -1.537 0.350 0.1239 -0.2913 0.1124
C -6.211 -5.806 -4.475 -0.2270 -0.0617 0.0360
C 2.373 -2.242 5.967 -0.0336 0.0366 0.0879
C 1.289 8.745 2.406 -0.1089 -0.0600 -0.1250
C 4.698 -1.066 2.389 0.0632 0.0448 -0.0620
C -2.909 -6.819 -6.481 0.0962 0.0095 0.0416
C -3.974 -4.845 -1.706 0.0387 0.0349 -0.0277
C 1.177 5.022 3.444 -0.1482 -0.1051 -0.0638
C -0.383 4.862 -0.468 0.0746 0.0931 0.0811
C -0.428 -1.546 1.050 0.0314 -0.1873 -0.0878
C 5.696 3.021 1.187 -0.0021 -0.0983 -0.0216
C -0.975 -1.541 8.863 0.0382 0.0102 -0.0417
C 6.653 6.450 3.935 -0.0023 -0.0154 -0.0123
C -4.020 4.664 -0.675 -0.1230 -0.2487 0.0746
C -2.952 -1.005 1.220 0.0121 -0.0968 -0.2517
C 0.324 0.943 -6.620 -0.0372 0.0019 0.0213
C -0.908 -7.856 -0.734 0.0115 0.0376 0.0071
C -7.823 -2.851 -2.823 -0.1263 -0.0100 -0.1513
C -0.066 0.662 5.299 -0.1309 -0.0685 -0.1518
C 0.076 -4.985 -7.634 -0.0896 -0.0258 0.0537
C 3.818 0.522 -2.384 0.0429 -0.0486 -0.0494
C 6.699 4.165 -2.593 0.0643 0.0005 0.0512
B 0.401 1.054 -1.210 0.5150 -0.1232 -0.0422
B 0.550 -0.511 0.426 0.6544 0.1431 0.0090
B 1.517 1.624 0.771 0.4904 0.0485 -0.1125
H -1.258 4.222 -0.344 0.0198 -0.0375 -0.0242
H 2.860 -1.097 1.775 0.0247 0.1038 -0.0074
H -2.972 -1.488 2.195 0.0745 0.1479 0.0735
H 4.434 2.096 0.050 0.0743 -0.1627 0.0461
H 5.952 6.081 4.689 0.0020 -0.0099 -0.0018
H -1.085 -2.624 8.767 0.0028 -0.0019 -0.0075
H 1.472 9.619 1.776 0.0645 0.0322 0.0552
H 1.174 -5.312 -6.044 -0.0115 -0.0148 0.0156
H 0.487 4.361 -0.042 0.0278 -0.0018 -0.0247
H -7.376 -6.763 -3.238 -0.0325 0.0430 0.0318
H -3.874 -4.220 -2.597 -0.0245 0.0101 0.0035
H -5.926 -6.680 -5.065 0.0564 0.0391 -0.0405
H -8.138 -3.363 -1.910 0.0597 0.0186 0.0352
H 5.457 6.286 2.402 -0.0072 -0.0413 -0.0113
H 2.944 -1.427 5.514 -0.0181 -0.0150 -0.0457
H 2.566 -3.168 5.420 0.0195 0.0077 -0.0137
H -0.910 0.418 3.543 0.0839 0.1279 -0.0149
H -0.211 5.014 -1.531 -0.0179 0.0073 -0.0073
H 2.959 0.395 -1.731 0.1060 -0.0034 0.0265
H 0.270 -5.940 -8.129 -0.0122 0.0045 -0.0200
H -2.278 -6.639 -7.355 -0.0007 -0.0861 -0.0190
H 5.586 -1.668 2.206 0.0077 0.0054 0.0113
H -2.077 -5.050 -1.354 -0.0215 -0.1789 0.0698
H 6.677 7.542 3.978 0.0075 0.0015 -0.0074
H 0.466 0.022 -7.193 -0.0083 -0.0049 0.0055
H -1.782 -0.999 -0.601 -0.0070 0.0190 0.0565
H 1.243 4.835 2.367 0.0466 0.0491 -0.0124
H -2.541 -7.489 -1.732 -0.0067 0.0235 -0.0178
H 5.884 3.858 0.512 0.0818 0.0426 0.0646
H 2.024 5.637 3.742 0.0097 -0.0137 0.0153
H 0.258 5.577 3.653 0.0303 0.0617 -0.0132
H -5.345 -5.158 -4.387 0.0252 -0.0308 0.0068
H -0.863 0.221 5.898 0.0275 0.0416 0.0660
H 5.737 0.805 -2.120 0.0982 -0.3765 0.0429
H 2.164 8.088 2.366 0.0271 0.0332 0.0338
H 3.942 -0.394 -2.966 0.0176 0.0076 0.0135
H 1.631 0.560 -5.225 -0.0077 -0.0157 -0.0115
H -7.014 -5.267 -4.983 0.0416 0.0420 -0.0248
H 0.512 3.253 3.919 0.0859 -0.0841 -0.0791
H -2.649 -1.055 7.976 0.0095 -0.0140 0.0279
H 7.645 6.073 4.173 -0.0002 0.0084 0.0145
H 1.314 -2.006 5.886 0.0001 -0.0079 -0.0383
H 5.949 2.502 -1.896 -0.0889 0.2765 0.2510
H -1.244 -7.434 0.216 0.0007 0.0108 -0.0032
H -0.005 -2.553 0.957 0.0469 0.0484 0.0011
H -1.015 -8.943 -0.701 0.0026 -0.0004 -0.0106
H -4.913 3.037 -0.120 -0.0052 0.0179 -0.0257
H 7.655 4.674 -2.492 -0.0090 0.0292 -0.0219
H -4.323 5.657 -0.998 -0.0127 -0.0049 -0.0258
H 4.904 -0.033 2.095 -0.0168 -0.0052 -0.0018
H 0.072 -1.289 8.709 0.0058 -0.0217 0.0060
H 3.633 1.364 -3.057 -0.0673 -0.0207 -0.0131
H -1.265 -1.241 9.873 0.0038 0.0143 -0.0015
H 0.874 1.754 -7.106 -0.0026 0.0065 0.0074
H 1.912 2.466 1.496 -0.0484 -0.0323 0.0425
H -3.438 4.183 -1.466 0.0799 0.1066 -0.0501
H -2.358 -5.241 -5.497 0.0131 -0.0092 -0.0011
H 6.488 2.280 1.051 0.0516 0.0377 -0.0031
H -3.919 -1.146 0.738 -0.0089 -0.0306 0.0292
H -3.849 -7.249 -6.821 -0.0509 0.0723 0.0411
H -7.833 -1.769 -2.664 0.0585 -0.0073 0.0697
H -3.556 1.767 3.174 -0.0802 -0.0559 -0.0177
H -4.153 -5.874 -2.027 -0.0424 0.0035 0.0066
H 0.891 0.378 5.731 0.0137 0.0495 0.0106
H 0.231 7.764 1.094 -0.0918 -0.0092 -0.0100
H 1.146 9.076 3.433 -0.0011 -0.0073 0.0071
H -0.497 -1.345 2.121 -0.0145 -0.0775 -0.0129
H 5.914 4.821 -2.206 0.0023 -0.0040 0.0140
H 6.514 3.981 -3.656 0.0030 -0.0049 -0.0069
H 5.725 3.383 2.212 -0.0913 0.0040 0.0066
H -0.735 1.193 -6.626 0.0013 0.0011 -0.0172
H 4.477 -1.088 3.461 -0.0033 -0.0207 -0.0034
H -3.386 4.767 0.211 0.0064 0.0534 0.0000
H 0.698 -4.213 -8.092 0.0322 0.0144 0.0633
H -2.073 -2.567 0.101 -0.1998 0.0742 -0.0480
H 0.145 -7.616 -0.871 0.0032 -0.0101 0.0114
H -0.746 6.018 1.062 -0.0490 0.0285 -0.0015
H -0.969 -4.719 -7.782 0.0138 0.0083 -0.0915
H 3.593 -2.576 7.455 -0.0029 0.0086 0.0093
H -0.143 1.753 5.326 0.0118 0.0022 0.1046
H -9.549 -2.938 -3.710 -0.0233 -0.0220 -0.0846
H -4.844 -4.514 -1.142 -0.0052 -0.0168 0.0077
H -2.414 -7.540 -5.825 0.0120 -0.0269 -0.0305
H -6.811 -3.165 -3.065 -0.0037 -0.0220 -0.0038
```
Forces are in eV/Å.

Properties
2S+1 ... 1

Mulliken population analysis, charges in e, atoms 1 to 99: number 1, I, carries -0.09; number 2, S, carries 0.96; number 3, O, carries -0.26; number 4, O, carries -0.59; number 5, O, carries 0.12; number 6, O, carries -0.57; number 7, O, carries -0.33; number 8, O, carries -0.86; number 9, O, carries -0.60; number 10, O, carries -0.50; number 11, O, carries -0.46; number 12, O, carries -0.50; number 13, O, carries -0.61; number 14, O, carries -0.29; number 15, O, carries -0.52; number 16, O, carries -0.42; number 17, O, carries -0.45; number 18, O, carries -0.43; number 19, O, carries -0.51; number 20, O, carries -0.53; number 21, O, carries -0.48; number 22, O, carries -0.43; number 23, O, carries -0.22; number 24, O, carries -0.45; number 25, O, carries -0.55; number 26, O, carries -0.46; number 27, O, carries -0.34; number 28, C, carries -0.29; number 29, C, carries -0.47; number 30, C, carries -0.38; number 31, C, carries -0.51; number 32, C, carries -0.12; number 33, C, carries -0.60; number 34, C, carries -0.57; number 35, C, carries -0.31; number 36, C, carries -0.10; number 37, C, carries -0.33; number 38, C, carries -0.57; number 39, C, carries -0.52; number 40, C, carries -0.59; number 41, C, carries -0.22; number 42, C, carries -0.96; number 43, C, carries -0.59; number 44, C, carries -0.63; number 45, C, carries -0.40; number 46, C, carries -0.76; number 47, C, carries -0.56; number 48, C, carries -0.40; number 49, C, carries -0.62; number 50, B, carries 0.80; number 51, B, carries -0.37; number 52, B, carries 1.10; number 53, H, carries -0.20; number 54, H, carries 0.25; number 55, H, carries 0.44; number 56, H, carries 0.07; number 57, H, carries 0.25; number 58, H, carries 0.26; number 59, H, carries 0.29; number 60, H, carries 0.27; number 61, H, carries 0.14; number 62, H, carries 0.26; number 63, H, carries 0.27; number 64, H, carries 0.27; number 65, H, carries 0.26; number 66, H, carries 0.26; number 67, H, carries 0.20; number 68, H, carries 0.34; number 69, H, carries 0.07; number 70, H, carries 0.30; number 71, H, carries -0.07; number 72, H, carries 0.30; number 73, H, carries 0.22; number 74, H, carries 0.30; number 75, H, carries 0.28; number 76, H, carries 0.27; number 77, H, carries 0.24; number 78, H, carries 0.16; number 79, H, carries 0.05; number 80, H, carries 0.25; number 81, H, carries 0.15; number 82, H, carries 0.23; number 83, H, carries 0.31; number 84, H, carries 0.11; number 85, H, carries 0.29; number 86, H, carries 0.25; number 87, H, carries 0.14; number 88, H, carries 0.42; number 89, H, carries 0.23; number 90, H, carries 0.32; number 91, H, carries 0.21; number 92, H, carries 0.26; number 93, H, carries 0.22; number 94, H, carries 0.10; number 95, H, carries 0.38; number 96, H, carries 0.27; number 97, H, carries 0.41; number 98, H, carries 0.29; number 99, H, carries 0.43



# C23H12ClCo2NO8S

A molecular structure, C23H12ClCo2NO8S (ωB97M-V/def2-TZVPD, OMol25).

```
48
Properties=species:S:1:pos:R:3:forces:R:3
Co 2.962 -2.758 3.216 0.5625 -1.4094 0.8665
Co 4.240 -2.453 5.547 0.8184 7.0286 1.7315
Cl 3.833 0.430 2.648 -0.5732 0.0199 -0.1741
S 1.471 0.360 0.974 0.0248 -2.3415 0.1670
O 5.211 -2.430 8.326 -0.1268 -0.1671 -0.8684
O 2.469 -0.053 5.672 0.4550 -0.6766 -0.5640
O 1.938 1.563 0.373 0.4662 1.4695 -0.3459
O 6.603 -1.141 4.417 -0.3297 -0.3974 -0.0304
O 2.507 -4.831 1.163 0.0725 -0.3488 -0.3864
O 0.354 -1.620 3.426 -0.1870 1.6794 -0.6383
O 1.727 -0.900 0.322 -0.4200 0.1235 -0.8520
O 5.263 -2.262 1.592 -0.3941 0.2338 0.4168
N -5.684 1.065 1.621 2.9694 -0.2590 -0.5288
C -4.525 0.964 1.449 -2.6142 0.3789 0.5851
C -0.913 1.825 0.879 -0.2925 -0.3680 0.6076
C 1.526 -1.514 3.135 0.9019 -1.6581 0.3231
C 2.642 -6.128 5.469 -0.5493 0.3106 -0.5428
C 4.346 -2.303 2.312 1.8842 -0.5637 -1.6464
C 2.286 -4.771 5.262 1.4748 -0.2453 0.9887
C -0.022 -5.326 5.702 1.2079 -0.6447 0.2041
C 4.794 -3.988 4.967 -2.7675 -3.2386 -1.6928
C 4.789 -2.499 7.251 -0.6337 0.0728 0.5097
C 1.653 -7.076 5.672 -0.4724 0.1458 0.3217
C 5.723 -4.790 4.507 1.4135 -0.9205 0.5091
C 2.111 -0.022 2.623 -1.9546 2.1981 0.4830
C -2.504 -0.423 1.315 -0.0941 -0.1502 -0.1801
C 2.638 -4.058 2.003 -0.3157 1.4887 1.9361
C 3.347 -3.835 4.877 -0.3143 -3.0003 -1.8598
C 3.094 -1.003 5.462 -0.2954 -0.2209 1.1400
C -3.094 0.844 1.279 0.2568 -0.2203 -0.0767
C -1.135 -0.565 1.128 -0.1900 -0.3508 0.3642
C -2.295 1.964 1.030 0.0934 0.2093 -0.1456
C 0.312 -6.700 5.809 -0.0197 1.0087 -0.4180
C -0.336 0.559 1.040 0.1867 0.4358 -0.2444
C 0.967 -4.372 5.486 -0.3663 -0.4663 -0.2241
C 5.652 -1.653 4.805 0.5981 0.7777 0.0740
H -2.756 2.949 0.967 0.1075 -0.2292 -0.0539
H -1.031 -4.988 5.784 -0.6754 0.0194 0.1488
H -3.107 -1.309 1.499 0.0433 0.2161 -0.1399
H 6.769 -4.554 4.662 0.2906 0.0067 -0.1046
H 3.686 -6.425 5.377 -0.2546 0.1315 -0.0094
H -0.296 2.691 0.676 0.0753 -0.0959 0.1234
H 1.644 0.720 3.277 -0.0840 0.0048 0.1595
H 1.922 -8.118 5.737 0.0423 -0.2563 0.0908
H 0.716 -3.319 5.408 0.0106 -0.0811 -0.1413
H -0.479 -7.425 5.945 0.0553 -0.1391 0.0279
H -0.695 -1.557 1.081 0.0603 0.2199 0.2666
H 5.524 -5.791 4.121 -0.1465 0.2697 -0.1771
```
Forces are in eV/Å.

Properties
Energy relative to the best compared isomer or geometry (same formula, charge and spin) ... 31.5 kcal/mol
2S+1 ... 1
Net charge ... -2

Partial atomic charges computed with the Mulliken method, in multiples of e: number 1, Co, carries 0.49; number 2, Co, carries -0.21; number 3, Cl, carries -0.11; number 4, S, carries 1.30; number 5, O, carries -0.48; number 6, O, carries -0.44; number 7, O, carries -0.74; number 8, O, carries -0.40; number 9, O, carries -0.49; number 10, O, carries -0.72; number 11, O, carries -0.64; number 12, O, carries -0.51; number 13, N, carries -0.57; number 14, C, carries 0.02; number 15, C, carries -0.49; number 16, C, carries 0.04; number 17, C, carries -0.51; number 18, C, carries -0.29; number 19, C, carries 0.21; number 20, C, carries -0.74; number 21, C, carries -0.13; number 22, C, carries 0.02; number 23, C, carries -0.62; number 24, C, carries -0.80; number 25, C, carries -0.32; number 26, C, carries -0.77; number 27, C, carries -0.01; number 28, C, carries 1.63; number 29, C, carries 0.41; number 30, C, carries 0.57; number 31, C, carries -0.23; number 32, C, carries -0.52; number 33, C, carries -0.45; number 34, C, carries -0.02; number 35, C, carries 0.04; number 36, C, carries 0.06; number 37, H, carries 0.40; number 38, H, carries 0.40; number 39, H, carries 0.41; number 40, H, carries 0.19; number 41, H, carries 0.21; number 42, H, carries 0.46; number 43, H, carries 0.55; number 44, H, carries 0.36; number 45, H, carries 0.29; number 46, H, carries 0.35; number 47, H, carries 0.51; number 48, H, carries 0.27



Max |F| (computed, eV Å⁻¹): 0.86 7.28
LUMO level (computed, eV): 0.13 3.81
Orbital gap (computed, eV): 9.58 4.23